# C4H5Br

A 2-piece molecular cluster, C4H5Br overall (ωB97M-V/def2-TZVPD, the OMol25 dataset).

Geometry as XYZ:
```
10
Properties=species:S:1:pos:R:3:nbo_charge:R:1
C 0.065 0.297 0.261 -0.079
C -0.476 1.481 0.055 -0.290
C 0.423 -0.968 -0.533 -0.493
C 0.540 -0.766 0.910 0.012
Br 3.639 0.094 0.210 -0.327
H -0.896 2.218 0.729 0.222
H -0.551 1.616 -1.020 0.209
H -0.525 -1.335 -0.896 0.229
H 1.428 -1.254 -0.818 0.269
H 0.873 -1.249 1.851 0.248
```

## Properties
Charge ... 0
E_HOMO (alpha / beta) ... -9.864 / -8.187 eV
Energy relative to the best compared isomer or geometry (same formula, charge and spin) ... 88.8 kcal/mol
Orbital gap (alpha / beta) ... 0.304 / 0.185 Eh
Electronic energy ... -74266.110 eV